Entry a
25
Properties=species:S:1:pos:R:3 method="wB97M-V/def2-TZVPD" homo_lumo_gap_ev=8.60 charge=-1 lumo_ev=1.966
N 0.798 -0.468 -0.714
O -0.162 -0.311 -1.544
O 0.571 -1.381 0.176
O 1.200 0.616 -0.208
O -2.239 -1.463 -3.199
H -2.181 -0.915 -4.043
H -1.586 -1.010 -2.679
O 1.761 -1.156 2.653
H 2.287 -0.362 2.795
H 1.756 -1.360 1.707
O 1.903 3.224 0.051
H 2.103 3.192 0.997
H 1.897 2.308 -0.221
O -0.157 1.820 -3.239
H -1.085 1.854 -3.053
H 0.150 1.117 -2.606
O 0.062 1.477 2.034
H 0.550 1.028 1.335
H 0.604 2.270 2.129
O -2.162 -1.961 0.262
H -2.381 -2.873 0.012
H -1.262 -1.707 -0.047
O -0.966 -1.215 2.796
H -0.114 -0.923 2.487
H -1.344 -1.802 2.118

---

Entry b
25
Properties=species:S:1:pos:R:3 method="wB97M-V/def2-TZVPD" homo_lumo_gap_ev=10.17 charge=-1 lumo_ev=3.170
N 0.304 0.028 0.185
O 1.394 0.443 -0.149
O -0.728 -0.004 -0.604
O 0.348 -0.619 1.270
O -0.647 3.005 -1.862
H 0.037 2.401 -1.991
H -1.072 2.949 -2.708
O 0.716 1.062 -2.997
H 0.563 0.346 -2.333
H 1.618 1.167 -3.211
O -0.295 -3.228 0.142
H -0.096 -2.643 0.881
H -0.052 -2.738 -0.610
O -2.341 -0.315 2.212
H -1.427 -0.582 1.827
H -2.279 -0.294 3.101
O 3.297 -1.303 1.007
H 2.380 -0.946 0.850
H 3.108 -2.051 1.490
O -2.697 0.586 -2.559
H -2.642 1.436 -2.975
H -2.224 0.596 -1.785
O 0.779 0.443 3.953
H 0.268 -0.026 3.191
H 1.681 0.288 3.674

---

What are the relative energies? In hartree: entry a 0.0329; entry b 0.0000.